1.
{"formula": "C6H13BF7N2O12S4Zr", "method": "ωB97M-V with the def2-TZVPD basis set", "species": ["H", "O", "F", "O", "C", "H", "H", "F", "H", "B", "O", "H", "N", "F", "O", "C", "F", "O", "H", "F", "O", "O", "F", "H", "H", "O", "C", "C", "S", "C", "O", "S", "O", "F", "O", "N", "H", "Zr", "H", "S", "S", "H", "H", "H", "O", "C"], "coordinates": [[1.16958, 1.30073, -2.91597], [3.50437, 2.50463, -0.64919], [-0.32057, -3.93196, 0.87472], [2.15643, -2.50355, -1.11749], [-2.51719, 4.22295, 1.90914], [2.09667, -3.92999, -2.62485], [0.17055, -3.09802, -3.45338], [1.11330, 2.41918, -0.67756], [-1.99304, 2.10646, 2.23125], [0.67065, 0.35651, -2.76186], [1.16694, -3.51867, 2.64820], [-0.61901, -4.19380, -2.34152], [2.04113, 0.49469, -0.05235], [-4.20086, 1.71379, -1.68354], [0.68329, -0.92431, 3.89143], [-0.01304, -3.28939, -2.39614], [0.26058, 0.59411, 2.15056], [-1.32720, 0.48978, 0.02503], [-3.54849, 4.20042, 2.26126], [-3.50498, -0.33776, -1.61137], [-1.67443, -0.38824, 3.04957], [1.98618, 2.65450, 1.39280], [2.93022, -1.05615, 1.50292], [0.14723, 0.00916, -3.63914], [-2.66945, 4.72876, 0.95568], [-1.36660, -3.29954, 2.87694], [1.47624, -3.52829, -1.82370], [-3.12207, 0.95721, -1.53764], [3.63597, 0.12076, 0.67067], [-2.28252, 1.23230, -0.25913], [4.16907, 0.85116, 1.78745], [2.40292, 1.98499, 0.16787], [-2.61513, 2.38413, 0.31960], [-2.39672, 1.10853, -2.59371], [4.55524, -0.45598, -0.26521], [0.04384, -1.62013, 1.33005], [-1.85458, 4.87535, 2.47783], [0.64506, -0.92707, -0.50709], [0.02814, 0.38615, -1.89552], [-0.29613, -0.72424, 2.85298], [-0.11717, -3.03031, 2.17879], [1.30205, -4.37297, -1.15716], [1.45335, -0.34068, -2.50582], [-0.81940, 3.05711, 1.26653], [-0.67614, -2.17654, -1.83929], [-1.87430, 2.89425, 1.48735]], "atomic_forces_ev_per_a": [[1.5, 3.5, -0.3], [-1.2, -1.7, 2.1], [0.0, 0.4, 0.2], [-3.4, 2.3, 0.7], [-0.2, 0.0, -1.8], [0.2, 0.3, -0.3], [-0.4, 0.2, -0.4], [-0.1, 0.5, -0.5], [0.3, 0.1, 0.1], [0.4, 0.3, -1.0], [-2.1, 1.3, 0.2], [0.0, -0.2, 0.4], [6.1, 0.7, 2.7], [-0.4, 0.4, 0.7], [-1.8, -0.7, -1.0], [1.7, 1.5, -0.4], [0.0, 0.1, 0.4], [-2.1, 1.5, -0.4], [0.3, -0.5, 0.7], [-0.3, 0.3, 1.1], [1.0, -1.1, 0.2], [1.8, -1.6, -0.7], [0.4, -0.3, -0.7], [-2.1, -1.3, -2.8], [0.3, 0.4, -0.2], [2.0, 1.7, -0.4], [-1.3, -1.1, 0.6], [-0.8, -1.8, -0.2], [2.0, -5.7, 1.4], [1.9, 0.1, 0.8], [-0.9, 0.8, -1.4], [-4.2, 8.7, -2.5], [0.4, -1.0, -0.7], [1.6, 1.1, -1.2], [-1.5, 0.9, 0.6], [-2.4, -1.0, 7.3], [-0.1, -0.4, 0.3], [-1.3, -4.8, -7.5], [-3.2, 0.7, 3.6], [1.3, 4.3, -1.5], [1.3, -6.0, -2.7], [0.4, -0.2, 0.5], [3.3, -3.2, 1.1], [-0.1, -0.3, -0.3], [2.0, 1.0, 2.5], [-0.5, -0.2, 1.0]], "lowdin_charge": [-0.025, -0.231, -0.179, -0.359, -0.050, 0.096, 0.089, -0.210, 0.111, -0.389, -0.247, 0.096, -0.412, 0.178, -0.216, -0.309, -0.217, 0.006, 0.077, 0.159, -0.234, -0.264, -0.196, -0.015, 0.075, -0.245, -0.317, -0.570, 0.614, -0.265, -0.219, 0.471, 0.055, 0.221, -0.202, -0.421, 0.083, 1.799, -0.106, 0.608, 0.538, 0.075, -0.052, 0.118, -0.376, -0.143], "lumo_energy_ev": 1.13, "homo_lumo_gap_ev": 7.011, "total_charge": -1}

2.
{"formula": "C6H13BO2", "method": "ωB97M-V with the def2-TZVPD basis set", "species": ["B", "O", "H", "C", "H", "C", "C", "H", "H", "H", "H", "H", "C", "C", "H", "H", "H", "H", "H", "C", "O", "H"], "coordinates": [[-2.23045, -0.11122, -0.51612], [-3.41202, -0.03032, 0.20410], [2.31169, 0.39150, -0.63732], [0.44252, -0.23375, 0.20197], [1.55579, -1.81263, -0.57878], [-0.92752, 0.29100, 0.31575], [1.25671, 0.67017, -0.73490], [-0.19643, 2.36960, 1.11066], [0.97821, 0.95877, 1.90710], [0.94563, -0.74854, 2.38533], [-1.86972, 2.28204, 0.85017], [1.06112, 1.75229, -0.46398], [1.25535, -0.02169, 1.56554], [-0.99077, 1.74769, 0.97466], [2.32531, -0.08712, 1.44404], [0.46447, -2.35408, 0.85435], [-0.12007, -2.07984, -0.87458], [0.89944, 0.68444, -1.83447], [-4.12220, -0.29555, -0.36105], [0.50030, -1.69658, -0.04210], [-2.13869, -0.46994, -1.79225], [-2.79479, -0.64170, -2.57996]], "atomic_forces_ev_per_a": [[-0.3, 0.6, 2.6], [0.9, 0.1, -0.2], [-0.1, 0.3, -0.5], [1.4, 0.6, 2.2], [-1.7, -0.4, 1.5], [-0.9, 7.5, 2.6], [-1.0, 1.1, -2.0], [2.5, 1.0, 0.9], [0.3, 0.3, 0.4], [0.2, 0.8, -1.1], [-2.0, 0.6, 0.1], [0.7, -1.3, 0.0], [-1.7, -0.9, 0.7], [-1.5, -8.2, -4.2], [0.3, -0.1, -0.2], [-0.1, 0.6, -0.7], [-0.3, 0.3, 0.7], [0.6, -0.6, 1.5], [-1.0, -0.2, -0.4], [2.9, -1.7, -2.8], [-0.8, -1.0, -4.2], [1.7, 0.7, 3.2]], "nbo_charge": [1.077, -0.868, 0.207, -0.167, 0.201, -0.233, -0.588, 0.168, 0.210, 0.205, 0.181, 0.218, -0.579, -0.358, 0.203, 0.222, 0.219, 0.213, 0.473, -0.605, -0.931, 0.532], "lumo_energy_ev": 0.20, "homo_lumo_gap_ev": 8.531, "total_charge": 0}

3.
{"formula": "C6H13BaO3", "method": "ωB97M-V with the def2-TZVPD basis set", "species": ["H", "Ba", "H", "H", "C", "O", "H", "H", "H", "O", "H", "C", "H", "H", "H", "C", "H", "C", "C", "C", "H", "O", "H"], "coordinates": [[-2.99776, -0.28588, 1.64398], [0.06128, -1.96134, -0.08317], [-0.64046, 1.17316, -2.01553], [-3.78356, -0.41246, 0.02538], [1.60844, 2.37901, -1.18667], [0.26216, 2.51866, -0.74964], [-2.38910, 1.58037, -0.36753], [1.55536, -3.00909, 2.51428], [-1.21807, 1.41756, 0.99980], [-1.71636, -0.33795, 0.01378], [2.68240, 0.45881, -1.32761], [1.98709, 0.99346, -0.67267], [2.59834, -3.43608, 1.13325], [-2.92063, -1.82512, 0.72032], [2.20499, 3.17952, -0.74003], [-2.93424, -0.73314, 0.64267], [1.65923, 2.42309, -2.28528], [1.55090, -3.38782, 1.47763], [-1.48873, 1.06596, -0.00661], [-0.33623, 1.29710, -0.96219], [1.18294, -4.42760, 1.52133], [0.71293, 0.32509, -0.65390], [2.35908, 1.00468, 0.35843]], "atomic_forces_ev_per_a": [[-0.1, -0.2, -0.2], [1.0, -2.9, -0.5], [0.1, -0.2, 0.2], [0.1, -0.2, 0.2], [0.4, 0.2, -0.2], [-0.3, 0.2, 0.1], [0.2, 0.0, 0.1], [0.2, -0.2, -0.1], [-0.1, 0.0, -0.2], [-1.0, 1.0, 0.1], [-0.2, 0.1, 0.1], [0.2, 0.3, 0.2], [-0.1, 0.0, 0.2], [-0.1, 0.1, 0.0], [-0.2, -0.1, -0.2], [-0.4, 0.4, 0.1], [0.0, 0.0, 0.3], [0.0, 0.2, 0.3], [-0.2, 0.4, 0.1], [0.5, 0.1, 0.0], [0.1, 0.1, 0.0], [-0.2, 0.6, -0.5], [0.1, 0.1, -0.3]], "lowdin_charge": [0.115, 2.028, 0.181, 0.114, -0.109, -0.019, 0.158, -0.076, 0.161, -0.531, 0.139, -0.113, -0.073, 0.086, 0.148, -0.066, 0.143, -0.520, -0.105, -0.334, -0.073, -0.393, 0.141], "lumo_energy_ev": -3.53, "homo_lumo_gap_ev": 6.456, "total_charge": 1}

4.
{"formula": "C6H13BiO3", "method": "ωB97M-V with the def2-TZVPD basis set", "species": ["Bi", "C", "H", "H", "H", "H", "H", "O", "H", "O", "H", "H", "C", "H", "C", "O", "H", "H", "C", "C", "H", "H", "C"], "coordinates": [[-1.72171, 0.49349, 1.69661], [-0.82512, 0.17612, -1.21871], [0.09008, -0.01668, -1.78930], [-3.17085, 2.81937, 1.02657], [2.17884, -2.23579, -1.69212], [2.28145, -2.76991, 0.01403], [1.86707, -1.52316, 2.10568], [-2.35202, 1.94149, -0.61030], [-1.30257, 3.07851, 0.78554], [-0.58506, -0.13164, 0.16545], [1.24330, 0.12336, 1.83418], [-1.40672, 1.84593, -2.41276], [-2.21750, 2.50031, 0.59590], [-0.34341, 2.28036, -1.03611], [0.44403, -1.09599, 0.44470], [1.59299, -0.83879, -0.34722], [0.01940, -2.09750, 0.26650], [3.49773, -1.62426, -0.64075], [2.44003, -1.92604, -0.67547], [-1.17189, 1.63835, -1.36312], [0.13739, -1.18896, 2.56624], [-1.64536, -0.46538, -1.56476], [0.94987, -0.98317, 1.84924]], "atomic_forces_ev_per_a": [[-1.1, -0.5, 3.2], [-0.9, 0.3, -2.4], [-0.1, -0.1, 0.2], [0.0, 0.0, 0.1], [0.3, -0.2, 0.2], [0.1, 0.2, -0.2], [-0.3, -0.2, -0.1], [-0.6, 0.1, 1.0], [-0.1, 0.2, 0.0], [0.8, 0.4, -0.5], [0.0, -0.9, 0.7], [0.0, 0.0, 0.0], [0.0, 0.8, -1.3], [-0.2, 0.0, -0.1], [4.7, -3.7, -0.8], [-2.8, 2.0, 0.9], [-0.1, 0.2, -0.4], [-0.6, 0.2, 0.1], [0.4, -1.8, -0.7], [1.2, 0.3, -0.6], [0.2, -0.3, 0.5], [0.2, 0.0, 0.0], [-1.2, 3.1, 0.1]], "nbo_charge": [2.123, -0.133, 0.321, 0.313, 0.223, 0.198, 0.361, -0.273, 0.281, -0.686, 0.246, 0.326, -0.247, 0.244, 0.347, -0.514, 0.235, 0.262, -0.280, -0.148, 0.208, 0.263, -0.672], "lumo_energy_ev": [-16.75, -16.98], "homo_lumo_gap_ev": [4.436, 4.240], "total_charge": 3, "spin_multiplicity": 2}

5.
{"formula": "C6H13BrN", "method": "ωB97M-V with the def2-TZVPD basis set", "species": ["H", "C", "H", "H", "H", "H", "H", "C", "C", "H", "H", "C", "N", "H", "H", "H", "Br", "H", "C", "H", "C"], "coordinates": [[0.49766, 2.08292, 0.32627], [-0.52648, -1.71195, 1.18331], [-1.10468, -0.95910, 1.75128], [0.68556, -0.45776, -2.71238], [-1.06243, -2.75178, 1.05147], [-1.31792, 1.81676, 2.00096], [2.30279, -0.13791, -3.00499], [1.72331, 0.08408, -0.96934], [-0.28896, 1.35105, -0.01392], [-1.99385, 2.58706, 0.59661], [-2.29981, 0.97581, 0.90916], [-0.20608, -1.16008, -0.18226], [0.55212, 0.07086, 0.05590], [0.26510, -2.19436, 1.75670], [-1.12027, -0.99323, -0.72914], [-0.65750, 1.62286, -1.02836], [3.29816, 0.29639, 0.02958], [0.80404, -0.04355, 1.03291], [-1.46844, 1.62333, 0.95933], [0.34265, -1.97792, -0.71836], [1.57503, -0.12349, -2.29473]], "atomic_forces_ev_per_a": [[-0.8, -0.3, -0.9], [-2.0, -2.8, 0.1], [0.1, -0.9, 0.1], [-2.0, -0.1, -0.3], [-0.1, 2.4, 0.1], [0.9, -0.1, 0.6], [2.6, 0.2, -1.3], [-0.1, 0.3, 0.1], [0.7, 2.3, 1.2], [1.3, -1.2, 0.3], [-0.7, -1.4, -0.3], [-0.5, -2.9, 0.4], [-0.7, 0.0, -3.0], [0.9, 1.1, 0.0], [-0.2, 0.5, -0.2], [0.8, -0.9, 0.5], [0.1, 0.2, -0.5], [1.2, 0.4, 0.0], [-0.8, 1.6, -1.3], [0.0, 1.3, 0.2], [-0.8, 0.3, 4.2]], "nbo_charge": [0.233, -0.681, 0.226, 0.227, 0.269, 0.241, 0.252, 0.048, -0.231, 0.265, 0.229, -0.250, -0.417, 0.249, 0.232, 0.252, 0.175, 0.462, -0.662, 0.249, -0.370], "lumo_energy_ev": -3.25, "homo_lumo_gap_ev": 10.741, "total_charge": 1}

6.
{"formula": "C6H13BrNO2", "method": "ωB97M-V with the def2-TZVPD basis set", "species": ["Br", "H", "H", "H", "H", "N", "H", "H", "O", "C", "C", "C", "C", "H", "H", "C", "H", "H", "H", "C", "H", "H", "O"], "coordinates": [[-2.75273, -0.08748, 2.05118], [0.23660, -1.64528, -1.06536], [0.81742, -2.45431, 0.37324], [-1.91290, -1.19420, -0.61709], [0.35847, -1.94449, 2.44234], [-0.65393, 0.95547, 0.32659], [0.70519, -0.67068, 1.36830], [-0.24252, 2.47911, -1.78111], [0.49162, 1.22102, -0.24430], [-1.30637, -0.97805, 1.40500], [0.61722, 2.40535, -1.11396], [0.01222, -0.90991, 2.16017], [-0.05874, -2.40257, -0.26805], [-0.01290, -0.38261, 3.02638], [1.98851, 2.96629, -2.61645], [1.91860, 2.21147, -1.85992], [0.65380, 3.24681, -0.38822], [-2.20381, -2.63487, 0.52590], [2.72323, 2.27657, -1.16022], [-1.44364, -1.86972, 0.23035], [-0.31108, -3.34836, -0.77667], [1.99917, 1.18497, -2.05484], [-1.62344, 1.57546, 0.03674]], "atomic_forces_ev_per_a": [[-0.2, -0.6, 0.3], [-0.1, -1.1, 0.7], [-0.6, -0.5, 0.4], [0.5, -1.6, 1.6], [-0.7, 0.6, -0.2], [-1.3, 0.0, -0.5], [0.6, 0.6, 0.4], [0.0, -0.1, 0.3], [0.3, 0.0, -0.1], [1.2, 0.3, 0.9], [0.0, 0.7, 0.6], [-0.9, -3.6, -2.4], [-1.1, 0.9, -2.3], [0.0, 2.2, 2.1], [0.3, -0.2, -0.8], [-0.7, 0.6, 1.9], [-0.2, -0.3, -0.7], [0.6, 0.4, -0.4], [0.7, 0.8, 0.5], [0.1, 1.4, -0.6], [0.7, 0.3, 0.2], [-0.1, -1.4, -1.7], [0.9, 0.6, -0.3]], "nbo_charge": [0.371, 0.224, 0.234, 0.288, 0.271, 0.389, 0.275, 0.215, -0.304, 0.283, -0.104, -0.723, -0.634, 0.252, 0.247, -0.634, 0.213, 0.299, 0.224, -0.577, 0.254, 0.227, -0.292], "lumo_energy_ev": -5.44, "homo_lumo_gap_ev": 9.237, "total_charge": 1}

7.
{"formula": "C6H13Cl2OPS", "method": "ωB97M-V with the def2-TZVPD basis set", "species": ["H", "C", "H", "C", "C", "H", "H", "C", "H", "H", "H", "C", "O", "H", "Cl", "H", "H", "H", "P", "H", "Cl", "S", "H", "C"], "coordinates": [[1.86320, 1.02004, -0.28061], [0.37973, -0.63050, -2.12835], [0.19685, -1.99319, 4.28867], [-0.00372, 0.42163, -1.08684], [0.72489, -0.75923, 2.67590], [-0.74183, 0.40944, -3.76477], [0.95122, 1.29175, -3.34555], [0.37544, 0.24659, -3.44938], [0.59727, 0.41292, 2.53961], [1.66209, -1.05822, 2.91050], [0.85747, -0.40156, -4.15737], [0.83475, 1.33985, -0.28033], [-2.40359, -0.92692, -1.18117], [-0.21043, -0.26107, 4.42973], [-2.16342, 0.87517, 1.21935], [0.40202, 1.58999, 0.63957], [0.95752, 2.33579, -0.83241], [-1.14451, -1.17657, 3.36967], [-1.77797, 0.36053, -0.72558], [1.28581, -0.98627, -1.86367], [-2.45451, 1.99482, -1.64753], [0.35977, -1.53459, 1.07022], [-0.35025, -1.49956, -2.26178], [-0.19782, -1.07088, 3.86212]], "atomic_forces_ev_per_a": [[0.3, -0.5, 0.7], [-3.5, 2.8, -0.9], [-0.7, 0.1, 0.5], [-1.7, -2.2, 2.0], [-3.1, 2.9, -1.1], [2.2, -0.1, 0.5], [-1.3, -2.5, -0.2], [-0.8, 1.0, 0.5], [0.9, -2.2, -0.2], [3.3, -0.2, 0.6], [0.2, 0.2, -0.9], [1.0, 1.5, -3.5], [0.6, 2.3, 0.8], [0.0, 3.2, 3.2], [0.1, -0.1, -0.4], [-0.3, 0.1, 1.5], [-0.5, -0.9, 0.5], [-0.9, -0.5, 0.5], [0.0, -2.6, -0.6], [3.2, -1.2, 0.5], [-0.4, 0.6, -0.4], [-0.2, 0.3, 0.1], [0.8, 1.5, 0.5], [0.6, -3.4, -4.0]], "nbo_charge": [0.240, -0.485, 0.208, -0.166, -0.540, 0.224, 0.210, -0.609, 0.217, 0.204, 0.220, -0.716, -1.035, 0.202, -0.263, 0.241, 0.229, 0.219, 1.728, 0.215, -0.254, 0.053, 0.269, -0.610], "lumo_energy_ev": [-0.83, -1.76], "homo_lumo_gap_ev": [8.157, 6.753], "total_charge": 0}

8.
{"formula": "C6H13ClN", "method": "ωB97M-V with the def2-TZVPD basis set", "species": ["H", "H", "N", "H", "C", "H", "H", "H", "C", "H", "C", "C", "H", "H", "H", "H", "H", "C", "H", "Cl", "C"], "coordinates": [[1.33717, 0.27465, 2.27691], [-1.03603, 0.58183, 2.28351], [-0.10344, 0.45100, -0.67339], [0.14882, -2.86913, -1.56508], [-0.58234, -0.83317, -1.02818], [-1.24122, -1.10565, -0.11935], [-1.99746, 1.12978, 0.91927], [1.20251, -1.86089, -0.30152], [0.30566, 1.62176, -2.14885], [1.17623, -1.42697, -1.96658], [1.24628, 0.12181, 1.25345], [0.32071, 1.01406, 0.60166], [0.89407, -0.80074, 1.26660], [0.60805, 2.02754, 0.46581], [2.29162, 0.05019, 0.71418], [-1.06271, 2.30087, 1.66496], [0.04481, 1.16361, -3.03078], [0.55688, -1.84115, -1.21567], [-1.35997, -0.89357, -1.90248], [0.92566, 3.05456, -1.73144], [-1.05609, 1.24758, 1.45564]], "atomic_forces_ev_per_a": [[0.7, 1.1, 1.8], [-0.1, -0.2, 0.9], [1.7, 5.0, -5.0], [0.8, 1.8, 0.9], [-2.9, -1.6, 1.1], [0.9, 0.0, -1.2], [0.2, -0.5, -0.4], [-0.8, -0.6, -0.9], [-0.5, -2.6, 6.1], [0.8, 0.1, -1.1], [4.6, 1.6, -1.3], [-4.2, 0.1, -0.4], [-1.8, -4.4, -0.3], [0.9, 0.5, -0.5], [-1.9, 0.4, 1.2], [0.1, 0.3, 0.9], [-0.6, -0.8, -1.9], [-0.5, -1.2, 0.6], [1.8, 0.8, 1.3], [0.0, 0.1, -0.3], [0.9, 0.0, -1.5]], "nbo_charge": [0.252, 0.230, -0.096, 0.260, -0.302, 0.242, 0.231, 0.228, 0.009, 0.216, -0.619, -0.092, 0.212, 0.232, 0.231, 0.236, 0.219, -0.609, 0.261, 0.253, -0.595], "lumo_energy_ev": [-5.11, -6.16], "homo_lumo_gap_ev": [9.547, 7.418], "total_charge": 1}

Table of relative energy (zero: lowest compared OMol25 entry of this formula, charge and spin) (kcal per mole), in record order: 0.0, 35.2, 0.0, 0.0, 29.9, 101.4, 52.3, 114.0